No. 1
Molecular formula: C12H15F3O2Ru
Method: DFT, ωB97M-V with the def2-TZVPD basis set

Each line ends with the Mulliken charge.
Geometry (Å):
Ru1 -0.02110 -0.18123 0.11611  0.8193
C1 1.83746 -0.65731 -1.28379  0.6959
C2 2.41845 -0.34528 -0.00083  1.1530
C3 1.82464 -1.24602 0.95518  0.6307
C4 1.00621 -2.24635 0.22304  0.6858
C5 1.01307 -1.87667 -1.14970  1.0483
C6 0.42633 -2.59245 -2.29868  -1.7157
C7 0.42168 -3.45269 0.84017  -1.7537
C8 2.18984 -1.34119 2.37412  -1.8602
C9 3.47038 0.65318 0.28534  -1.7409
C10 2.21110 -0.07561 -2.57701  -1.7075
H1 1.21699 -2.98281 -2.95056  0.3747
H2 -0.16415 -1.91544 -2.92470  0.3591
H3 -0.19339 -3.43329 -1.99318  0.4398
H4 1.19585 -4.03871 1.34501  0.3743
H5 -0.05549 -4.09591 0.10410  0.3766
H6 -0.30524 -3.19515 1.62085  0.3873
H7 3.02723 -2.04349 2.48913  0.3853
H8 1.37731 -1.73537 2.98839  0.4058
H9 2.54296 -0.38545 2.76590  0.4517
H10 4.33217 0.16296 0.74848  0.3760
H11 3.13584 1.41376 1.00026  0.3839
H12 3.81035 1.15748 -0.61674  0.3839
H13 2.76885 -0.81865 -3.16118  0.3671
H14 2.83447 0.80840 -2.47415  0.4530
H15 1.33732 0.16154 -3.19144  0.3748
F1 -4.17598 0.88745 1.56271  -0.2066
C11 -3.19115 1.76619 1.46636  0.7258
F2 -2.92419 2.26667 2.65763  -0.1990
F3 -3.52780 2.72883 0.63764  -0.1955
C12 -1.91174 1.01411 0.91909  1.0568
O1 -1.25649 0.26951 1.68309  -0.6676
O2 -1.55029 1.14142 -0.26596  -0.6621

Atoms 1-3, force components in eV/Å:
Ru 0.3 0.2 -1.3
C 0.4 -0.5 1.0
C -0.4 -0.6 -0.5

## Properties
Multiplicity = 5
Max |F| = 3.03 eV/Å
Charge = +2
Total energy = -1010.4875 a.u.
Expectation value of S² = 6.0317
HOMO-LUMO gap (alpha / beta) = 7.07 / 6.68 eV
LUMO energy (alpha / beta) = -9.8 / -11.6 eV



No. 2
Molecular formula: C12H15FO5Pb
Method: DFT, ωB97M-V with the def2-TZVPD basis set

Each line ends with the Mulliken charge.
Geometry (Å):
Pb1 24.36561 48.24069 10.82494  1.3436
O1 28.21251 48.38964 9.22928  -0.3225
H1 28.73121 48.25657 8.43251  0.4733
H2 27.57034 47.67732 9.27213  0.3579
H3 27.87735 49.28908 9.24535  0.4366
F1 26.14666 46.86110 9.51883  -0.6756
C1 27.00836 42.07192 10.15737  -0.4167
C2 26.96449 43.40900 10.58359  -0.4259
C3 25.96607 43.87577 11.40468  0.5320
C4 24.90730 43.09799 11.82556  -0.6316
C5 24.97792 41.77093 11.44985  -0.4743
C6 25.96246 41.27491 10.56721  0.8215
O2 25.91450 40.02686 10.12053  -0.3832
O3 25.97616 45.16206 11.83057  -0.4983
H4 27.80505 41.65288 9.56064  0.3684
H5 27.88214 43.95717 10.42926  0.5711
H6 24.14638 43.28735 12.56824  0.4476
H7 24.17085 41.10506 11.71754  0.4355
H8 26.61875 39.73488 9.53710  0.3621
H9 26.07781 45.72380 11.05873  0.2802
C7 25.86429 47.53507 4.68266  -0.4150
C8 26.10561 47.00530 5.92877  -0.1543
C9 26.84691 45.84492 6.04596  0.5235
C10 27.44007 45.27540 4.91528  -0.6582
C11 27.28678 45.95173 3.73652  -0.3441
C12 26.41054 47.00008 3.59638  0.3623
O4 26.19214 47.62058 2.40292  -0.4919
O5 26.95002 45.22597 7.29457  -0.3682
H10 25.49694 48.55059 4.69550  0.2933
H11 25.76282 47.55399 6.79354  0.2490
H12 28.20031 44.50832 4.90929  0.4155
H13 27.89598 45.62804 2.90555  0.4225
H14 26.23694 48.57846 2.44818  0.3470
H15 26.83275 45.62704 8.15886  0.2170

Atoms 1-3, force components in eV/Å:
Pb 0.6 -0.9 -0.7
O 1.8 0.6 0.0
H 0.9 0.0 -0.8

## Properties
Multiplicity = 2
Max |F| = 4.14 eV/Å
Charge = +3
Total energy = -1133.9367 a.u.
Expectation value of S² = 0.7777
HOMO-LUMO gap (alpha / beta) = 2.20 / 2.19 eV
LUMO energy (alpha / beta) = -13.4 / -13.4 eV



No. 3
Molecular formula: C12H15N
Method: DFT, ωB97M-V with the def2-TZVPD basis set

Each line ends with the Mulliken charge.
Geometry (Å):
C1 0.41279 -1.77053 -2.82819  -0.4431
C2 1.30589 -0.73962 -2.92742  -0.2214
C3 1.58862 0.29444 -1.87285  -1.0208
C4 1.06644 0.18597 -0.62337  0.3168
C5 0.34047 -1.03841 -0.46882  0.5379
C6 0.07756 -1.96084 -1.38725  -0.2766
C7 -0.33209 -1.20515 1.00507  -0.2401
C8 -1.78218 -0.50589 1.21701  -0.8561
C9 -1.77535 0.83939 2.10771  -0.5932
C10 -1.08293 2.14500 1.54013  -0.6801
N1 0.30212 2.27516 0.92631  -0.6068
C11 0.41794 0.97198 0.41693  -0.0321
C12 0.45206 -0.12293 1.56029  -0.9900
H1 0.13715 -2.53695 -3.78884  0.2111
H2 1.56586 -0.81023 -4.02566  0.2201
H3 2.47581 0.93613 -2.19687  0.2352
H4 -0.55442 -2.92971 -1.28736  0.2240
H5 -0.06065 -2.18213 1.35568  0.5633
H6 -2.58011 -0.30023 0.34823  0.2509
H7 -2.37912 -1.20509 1.81438  0.4049
H8 -2.66722 1.50765 2.22618  0.2841
H9 -1.60979 0.44016 3.03392  0.3663
H10 -1.02222 2.87916 2.50449  0.3193
H11 -1.89464 2.63152 0.96857  0.4250
H12 0.95764 2.36440 1.80758  0.3601
H13 -0.56462 0.67920 0.05190  0.3722
H14 0.24601 0.38972 2.45962  0.5747
H15 1.70018 -0.35015 1.80859  0.2942

Atoms 1-3, force components in eV/Å:
C 0.2 -1.3 1.8
C -0.5 0.3 -1.7
C 2.7 -0.9 -3.3

## Properties
Max |F| = 7.14 eV/Å
SMILES string = c1ccc2c(c1)[C@@H]1CCCN[C@@H]2C1
Charge = 0
Total energy = -520.7246 a.u.
HOMO-LUMO gap = 9.38 eV
LUMO energy = 0.8 eV



max |F| of number 2 (C12H15FO5Pb)? 4.14 eV/Å